(1)
Formula: C4H11NO
Source: the OMol25 dataset
Level of theory: the ωB97M-V functional and the def2-TZVPD basis

As for the total energy: -288.6351 hartree. The value obtained for the HOMO-LUMO gap (alpha / beta) is 11.94 / 6.75 eV. Its energy above the lowest of the compared OMol25 structures with the same formula, charge and spin is 210.5 kJ/mol.

Geometry as ORCA input:
```
! wB97M-V def2-TZVPD RIJCOSX def2/J DEFGRID3
* xyz 1 2
C 1.390 -0.999 1.335
H 0.867 -1.958 1.399
C 1.723 0.590 -0.428
H 2.424 -1.060 1.032
H -1.591 -1.250 -0.466
H -1.283 0.055 -2.187
H -0.640 0.276 1.689
H -0.400 1.443 0.429
O -1.732 0.471 -1.449
H 1.286 1.389 -1.019
H 2.416 0.938 0.369
N 0.709 -0.271 0.150
C -0.522 0.356 0.606
C -1.739 -0.186 -0.173
H -2.643 0.193 0.307
H 2.342 -0.007 -1.114
H 1.292 -0.419 2.254
*
```

Now the Löwdin charges, all in e:
1. C 0.039
2. H 0.118
3. C -0.015
4. H 0.090
5. H 0.144
6. H 0.094
7. H 0.137
8. H 0.152
9. O -0.065
10. H 0.110
11. H 0.139
12. N -0.033
13. C -0.137
14. C -0.158
15. H 0.140
16. H 0.129
17. H 0.116

---

(2)
Formula: C4H11NO
Source: the OMol25 dataset
Level of theory: the ωB97M-V functional and the def2-TZVPD basis

As for the total energy: -288.6803 hartree. The value obtained for the HOMO-LUMO gap (alpha / beta) is 9.94 / 6.27 eV. Its energy above the lowest of the compared OMol25 structures with the same formula, charge and spin is 91.8 kJ/mol.

Geometry as ORCA input:
```
! wB97M-V def2-TZVPD RIJCOSX def2/J DEFGRID3
* xyz 1 2
N -2.959 1.179 -0.039
H -3.125 2.147 0.203
H 0.682 -0.834 -1.634
C -1.020 -0.275 -0.657
O 5.650 -0.119 2.474
H -3.700 0.505 -0.063
H -1.797 -2.160 -0.164
C -1.652 0.894 -0.400
H 0.635 0.913 -1.141
H 5.895 0.236 1.607
H -1.059 1.814 -0.288
H 0.898 -0.382 0.177
C -1.739 -1.510 -1.048
H -2.806 -1.350 -1.240
C 0.500 -0.127 -0.828
H 4.745 0.228 2.546
H -1.494 -2.059 -1.989
*
```

Now the Löwdin charges, all in e:
1. N 0.227
2. H 0.137
3. H 0.096
4. C -0.225
5. O -0.065
6. H 0.126
7. H 0.119
8. C -0.050
9. H 0.092
10. H 0.035
11. H 0.149
12. H 0.125
13. C -0.017
14. H 0.083
15. C 0.013
16. H 0.031
17. H 0.124

---

(3)
Formula: C4H11NO
Source: the OMol25 dataset
Level of theory: the ωB97M-V functional and the def2-TZVPD basis

As for the total energy: -288.6621 hartree. The value obtained for the HOMO-LUMO gap (alpha / beta) is 11.49 / 6.22 eV. Its energy above the lowest of the compared OMol25 structures with the same formula, charge and spin is 139.6 kJ/mol.

Geometry as ORCA input:
```
! wB97M-V def2-TZVPD RIJCOSX def2/J DEFGRID3
* xyz 1 2
C 1.075 -0.331 1.233
C 0.512 -0.759 -0.113
H -1.692 0.513 -2.430
C -1.103 -0.261 -1.936
N 0.145 -0.487 2.235
H 1.316 0.744 1.000
H 0.070 -1.751 0.054
C -0.566 0.212 -0.589
O 0.053 1.503 -0.703
H -1.364 0.353 0.132
H 1.220 -0.909 -0.917
H -0.820 -0.437 1.902
H 0.326 -0.078 3.153
H -1.770 -1.112 -1.778
H 2.042 -0.774 1.463
H -0.288 -0.555 -2.601
H 0.447 1.535 -1.591
*
```

Now the Löwdin charges, all in e:
1. C -0.186
2. C -0.135
3. H 0.098
4. C -0.027
5. N 0.311
6. H 0.195
7. H 0.139
8. C -0.434
9. O -0.030
10. H 0.136
11. H 0.135
12. H 0.152
13. H 0.176
14. H 0.097
15. H 0.163
16. H 0.094
17. H 0.115

---

(4)
Formula: C4H11NO2
Source: the OMol25 dataset
Level of theory: the ωB97M-V functional and the def2-TZVPD basis

As for the total energy: -364.1809 hartree. The value obtained for the HOMO-LUMO gap is 9.99 eV. Its energy above the lowest of the compared OMol25 structures with the same formula, charge and spin is 229.1 kJ/mol.

Geometry as ORCA input:
```
! wB97M-V def2-TZVPD RIJCOSX def2/J DEFGRID3
* xyz 0 1
H -0.167 -0.794 -0.012
C 2.195 1.430 1.470
H 1.410 1.938 2.016
H -0.030 2.049 0.793
H 1.133 -0.579 1.696
H 0.822 -3.760 -2.313
H 2.331 -0.510 0.436
N -0.538 1.245 0.495
H -2.345 2.027 -0.458
O 0.277 -3.891 -3.066
C -1.899 1.276 0.227
H 0.481 0.392 -1.080
H 0.733 -3.710 -3.909
H 2.257 2.111 0.602
C 1.571 0.092 0.968
O -2.687 0.502 0.701
C 0.333 0.182 -0.023
H 3.220 1.143 1.669
*
```

Now the Löwdin charges, all in e:
1. H 0.113
2. C -0.097
3. H 0.060
4. H 0.086
5. H 0.096
6. H 0.005
7. H 0.100
8. N -0.022
9. H 0.125
10. O -0.055
11. C -0.346
12. H 0.102
13. H 0.049
14. H 0.074
15. C -0.224
16. O 0.057
17. C -0.196
18. H 0.073

---

(5)
Formula: C4H11NO2
Source: the OMol25 dataset
Level of theory: the ωB97M-V functional and the def2-TZVPD basis

As for the total energy: -364.1560 hartree. The value obtained for the HOMO-LUMO gap is 10.05 eV. Its energy above the lowest of the compared OMol25 structures with the same formula, charge and spin is 294.5 kJ/mol.

Geometry as ORCA input:
```
! wB97M-V def2-TZVPD RIJCOSX def2/J DEFGRID3
* xyz 0 1
C -0.152 0.418 -0.129
C 0.254 0.501 -1.635
H 1.685 1.449 0.115
C -0.085 -1.070 0.186
C -0.541 -1.261 1.585
H -0.885 -2.324 1.705
H -0.143 -0.486 -2.115
H -0.731 -1.851 -0.334
H 1.300 0.477 -1.823
H -0.619 1.310 -3.223
H 0.574 0.228 2.149
O -0.291 1.661 -2.367
H 0.463 1.995 0.909
H 0.944 -1.389 0.002
H -1.539 -0.742 1.662
H -1.303 0.538 -0.039
O 0.236 -0.586 2.558
N 0.836 1.131 0.794
*
```

Now the Löwdin charges, all in e:
1. C -0.323
2. C -0.210
3. H 0.168
4. C -0.232
5. C -0.310
6. H 0.126
7. H 0.138
8. H 0.141
9. H 0.095
10. H 0.086
11. H 0.008
12. O -0.101
13. H 0.033
14. H 0.125
15. H 0.115
16. H 0.177
17. O -0.092
18. N 0.055

---

(6)
Formula: C4H11NO2
Source: the OMol25 dataset
Level of theory: the ωB97M-V functional and the def2-TZVPD basis

As for the total energy: -364.2171 hartree. The value obtained for the HOMO-LUMO gap is 9.88 eV. Its energy above the lowest of the compared OMol25 structures with the same formula, charge and spin is 134.1 kJ/mol.

Geometry as ORCA input:
```
! wB97M-V def2-TZVPD RIJCOSX def2/J DEFGRID3
* xyz 0 1
H -1.178 -1.229 -0.821
C -0.022 1.157 0.023
N -0.266 -1.284 -0.402
H 2.025 0.139 1.563
C -1.464 1.544 -0.287
O -1.874 1.086 -1.593
H -1.548 2.633 -0.256
H 0.353 1.832 0.793
O 1.894 -1.835 1.242
H -1.821 1.847 -2.181
H -2.160 1.082 0.395
C 1.629 -0.521 0.792
H 0.600 1.344 -0.845
H 2.153 -0.397 -0.169
H -0.378 -0.483 1.463
C 0.151 -0.262 0.532
H 0.448 -1.636 -1.015
H 1.103 -2.376 1.071
*
```

Now the Löwdin charges, all in e:
1. H 0.073
2. C -0.156
3. N 0.048
4. H 0.122
5. C -0.236
6. O -0.088
7. H 0.114
8. H 0.116
9. O -0.076
10. H 0.080
11. H 0.112
12. C -0.250
13. H 0.120
14. H 0.123
15. H 0.146
16. C -0.407
17. H 0.080
18. H 0.078

---

(7)
Formula: C4H11NO2
Source: the OMol25 dataset
Level of theory: the ωB97M-V functional and the def2-TZVPD basis

As for the total energy: -364.2436 hartree. The value obtained for the HOMO-LUMO gap is 9.44 eV. Its energy above the lowest of the compared OMol25 structures with the same formula, charge and spin is 64.6 kJ/mol.

Geometry as ORCA input:
```
! wB97M-V def2-TZVPD RIJCOSX def2/J DEFGRID3
* xyz 0 1
O -2.718 -1.649 1.346
N 2.458 -0.286 -1.353
C -1.717 -0.738 1.463
H 1.003 1.207 -1.149
H 2.129 2.629 -3.028
H -2.408 -2.379 0.790
O -0.573 -1.016 1.253
C 2.675 2.000 -2.322
H -3.334 0.608 1.784
H -1.806 1.428 1.352
H 1.129 0.624 -2.746
C -2.258 0.597 1.868
H 2.417 -1.098 -1.944
H -2.011 0.790 2.916
C 1.746 0.862 -1.872
H 2.270 -0.538 -0.399
H 3.573 1.596 -2.786
H 3.009 2.592 -1.468
*
```

Now the Löwdin charges, all in e:
1. O 0.082
2. N -0.013
3. C -0.573
4. H 0.096
5. H 0.060
6. H 0.124
7. O 0.098
8. C -0.117
9. H 0.080
10. H 0.084
11. H 0.095
12. C 0.011
13. H 0.057
14. H 0.095
15. C -0.357
16. H 0.055
17. H 0.062
18. H 0.061